1.
Below is a molecular structure, C41H62GeIN5P3RbSe at a distorted geometry, with properties calculated with ωB97M-V/def2-TZVPD.

Output
Kohn-Sham gap (spin up / spin down)	0.2102 / 0.1707	Eh

Geometry as ORCA input:
```
! wB97M-V def2-TZVPD RIJCOSX def2/J DEFGRID3
* xyz -1 2
I 5.41550 1.91931 -3.21199
Rb 2.09688 1.58646 -1.05343
Se 2.47014 4.72647 -0.92807
Ge -0.57474 -0.77032 0.01197
P -1.04542 2.58282 -1.89538
P 1.57855 0.80547 2.38740
P 2.36977 -2.01135 -1.32014
N -2.09070 -0.05416 -1.27357
N -1.10854 0.04518 1.87282
N -0.08294 -2.71702 -0.14954
N 4.52221 6.42918 0.54679
N -2.53674 -1.91855 0.73308
C -6.01407 -0.74018 0.06961
C -2.42884 -1.96031 2.17544
C 5.37524 2.05885 -1.13937
C -5.82156 -0.14801 -1.15601
C -1.09210 -3.65839 -0.09832
C -3.46703 -4.07962 -0.03077
C -3.63216 -1.16876 0.21874
C -3.29188 -5.43320 -0.25405
C 4.04123 -2.81665 -0.99044
C 1.24518 -3.25231 -0.38465
C 3.65431 5.81520 0.00720
C -2.39437 -3.21537 0.12872
C -3.40521 -0.39325 -0.96714
C 0.65928 -3.24691 -3.41340
C -3.66814 3.74068 -1.59081
C -2.34548 3.42193 -0.85332
C -2.53116 -1.63840 4.94836
C -3.01294 -2.82738 4.39893
C 5.07072 -2.54529 -2.09911
C 4.60186 -2.27387 0.36691
C -2.05337 -0.58989 4.09901
C 0.34889 3.85522 -3.92833
C -1.80526 -0.79903 2.72379
C -1.91435 0.89143 -2.34077
C -0.91587 -5.04738 -0.31448
C -1.80805 4.71392 -0.27520
C -1.74509 2.75497 -4.75015
C 1.95722 3.46608 3.57638
C 3.72025 2.59122 2.00775
C -1.09812 3.50726 -3.56387
C -4.92235 -1.26837 0.73466
C -4.55531 -0.02384 -1.71502
C 2.05681 -2.61715 -3.10042
C 1.92130 0.34846 4.16124
C 2.20603 -1.36466 -3.95037
C 2.20021 2.56927 2.33489
C -1.98670 -5.93203 -0.47384
C 2.35848 -1.13505 4.16288
C -3.03322 -2.93882 2.99784
C 0.80939 0.59552 5.21587
C -0.34997 1.15984 2.36371
H -4.41774 0.39761 -2.73570
H -0.80362 4.64416 0.15362
H 0.57384 -3.40064 -4.48508
H 5.44446 -1.59022 0.16318
H -6.98408 -0.88797 0.52905
H 0.08572 -0.23193 5.26871
H 0.49075 -4.22031 -2.95288
H -2.62503 -1.50045 6.01454
H -2.83541 1.11454 -2.88886
H -2.47952 5.12799 0.45567
H 1.55522 -1.79016 3.76735
H 0.26184 1.56082 5.03852
H 2.60162 -1.45176 5.14790
H 0.31743 4.65119 -4.72088
H -1.35323 1.71416 -4.72931
H -2.82436 2.81374 -4.72835
H -0.14950 -2.52629 -3.19495
H 1.67749 3.01596 1.48670
H 3.84958 -1.79386 1.01507
H -3.41593 -3.59129 5.03035
H -4.45216 -3.64220 0.12322
H -4.08291 2.91791 -2.21819
H 5.13202 -1.47449 -2.39608
H 2.60812 3.16170 4.37939
H 0.91238 3.52596 3.93063
H -5.04372 -1.77018 1.70100
H -1.27836 0.38348 -3.11172
H 2.09096 -1.54191 -5.00873
H 3.81368 -3.87582 -0.91114
H 3.91843 3.46271 1.41292
H 2.26139 4.44821 3.28432
H 4.32953 2.66153 2.88870
H 3.20619 -1.29747 3.48482
H 0.11882 -5.33254 -0.38895
H 6.04709 -2.85412 -1.72476
H -6.69693 0.25127 -1.62713
H 4.10617 1.74309 1.40373
H -4.43518 3.95896 -0.82909
H -2.55069 2.68089 -0.05861
H -1.87073 -6.94513 -0.78204
H -0.41376 1.94973 1.61939
H 4.96251 -3.11626 -3.01099
H 1.74122 -3.49345 0.56993
H 1.28474 0.67538 6.19489
H -0.70469 1.59934 3.30985
H -3.49989 4.64543 -2.17940
H -4.19626 -6.03307 -0.23634
H 0.97003 4.25473 -3.13672
H -1.73435 5.50425 -1.03949
H 5.50672 3.08538 -0.81446
H -1.35138 3.27450 -5.66956
H 6.04023 1.25550 -0.78684
H 2.80194 0.95937 4.43238
H -1.88470 0.41481 4.46752
H 1.19481 -4.20399 -0.92940
H 1.43005 -0.62024 -3.66947
H -3.46919 -3.83601 2.55158
H 2.83744 -3.38304 -3.29865
H 0.90006 3.02074 -4.36965
H 4.96652 -3.11444 0.98153
H 3.14301 -0.87842 -3.78121
H -1.57650 4.52348 -3.41388
*
```

2.
Below is a molecular structure, C3H2HoO3 at a distorted geometry, with properties calculated with ωB97M-V/def2-TZVPD.

Output
Kohn-Sham gap (spin up / spin down)	0.3723 / 0.2972	Eh

Geometry as ORCA input:
```
! wB97M-V def2-TZVPD RIJCOSX def2/J DEFGRID3
* xyz 3 5
Ho -0.71152 4.68744 1.32177
O -0.93772 2.36674 1.00206
O -1.66474 0.17814 1.01647
O 1.71723 -0.02673 -1.27593
C 0.68499 -2.17524 -0.72427
C 1.37061 -1.13864 -1.13662
C -1.20756 1.22730 0.92725
H 0.90887 -3.16721 -1.11302
H -0.16017 -1.95180 -0.01770
*
```

3.
Below is a gas-phase ion, CH3F3P (charge +1) at a distorted geometry, with properties calculated with ωB97M-V/def2-TZVPD.

Output
Kohn-Sham gap	0.5488	Eh

Geometry as ORCA input:
```
! wB97M-V def2-TZVPD RIJCOSX def2/J DEFGRID3
* xyz 1 1
P -0.86881 -0.05348 -0.10356
F -1.33664 -1.30934 -0.81082
F -1.68252 0.95887 -0.92293
F -1.54275 -0.29686 1.27428
C 1.08840 0.26414 0.08192
H 1.48671 -0.79930 -0.09475
H 1.59242 0.97413 -0.63700
H 1.26319 0.26183 1.21287
*
```

4.
Below is 8 unconnected molecules or ions with the total composition C38H100N8O11 at a distorted geometry, with properties calculated with ωB97M-V/def2-TZVPD.

Output
Kohn-Sham gap	0.3075	Eh
SMILES	COC[C@H](C)N.COC[C@H](C)N.COC[C@H](C)N.COC[C@H](C)N.COC[C@H](C)N.COCCNCCOC.COCCNCCOC.COCCNCCOC

Geometry as ORCA input:
```
! wB97M-V def2-TZVPD RIJCOSX def2/J DEFGRID3
* xyz 0 1
O -3.97894 2.05166 0.49562
O 3.54607 -5.49762 3.26658
O -0.46952 -5.04666 -1.53455
O 7.50830 -3.13674 2.22059
O 4.89623 2.37947 -5.93130
O 0.82438 -1.71885 1.81733
O 0.76128 -6.69545 5.50194
O -2.28495 5.61740 3.01057
O 0.27084 1.32645 -1.72816
O -3.26297 5.66160 -6.61843
O -8.68955 0.11222 2.06179
N 1.55261 -3.19836 -4.02340
N 3.13557 3.91396 -4.62529
N -0.79367 6.26486 0.55362
N 1.43672 1.28297 1.18680
N -1.97050 -6.93233 4.75123
N -1.52484 6.29868 -4.47561
N 4.88227 -2.64383 3.15568
N -5.83327 0.09272 1.68913
C -2.56094 5.02730 -0.64558
C 0.62867 -1.01784 0.60128
C -7.83965 -0.36947 3.06190
C -1.91443 5.22020 -6.62031
C -2.05099 -4.49870 4.41125
C 3.54348 -3.00425 3.53898
C 6.70903 -2.10476 1.68803
C 0.43187 -5.16475 -0.46186
C 3.00884 -4.24907 2.84830
C -2.18929 5.82008 0.62098
C -6.54555 -0.88266 2.49224
C 4.13307 3.32894 -2.41234
C -3.27148 1.65589 -0.67190
C 0.46243 2.17066 0.50189
C 5.73132 1.42277 -6.53830
C 8.87403 -2.91228 1.95899
C -0.31596 -2.50020 2.18615
C -3.69770 1.28812 1.63093
C 0.12587 -4.69882 -2.78430
C -2.25083 3.88511 -4.53726
C 5.03053 2.35137 -4.53206
C -2.36494 4.74614 4.12521
C 0.74442 2.40115 -0.95339
C 4.85716 -5.78552 2.84833
C -2.52848 4.95465 1.80025
C 0.76551 -3.33305 -2.76202
C -1.14832 -5.72258 4.49921
C 4.39126 3.57883 -3.89762
C 1.83829 -6.58246 6.41004
C 1.73699 0.02534 0.48651
C 0.42545 1.50697 -3.12103
C 5.24769 -2.49989 1.78274
C -0.26612 -2.22458 -2.60613
C -0.10805 -5.57873 5.57245
C -4.94232 1.00004 2.41998
C -9.97487 0.40898 2.53917
C -1.47793 5.02289 -5.18919
C -3.72310 6.08441 -7.87445
H 1.47466 -6.58291 7.44309
H 0.90944 -4.21528 -0.19484
H -1.87696 4.21204 -0.88566
H 3.66082 2.35767 -2.25947
H -10.61209 -0.48576 2.58431
H -0.14218 5.77556 1.15374
H 5.74689 0.45960 -6.01775
H -2.91307 1.77989 2.23454
H 0.97312 0.95242 2.03151
H 4.96226 3.44249 -1.70946
H -0.63366 -5.59881 6.54099
H -10.40850 1.17305 1.89966
H -4.03986 5.25664 -8.51990
H 6.92581 -1.93071 0.62683
H 6.80153 -1.17146 2.25879
H -2.41498 6.74552 -4.69897
H 2.82356 -2.20694 3.29814
H -0.46825 6.12449 -0.39631
H -0.77037 -2.89765 1.27328
H 2.90851 -4.18665 1.75816
H -2.81400 -4.40458 5.17806
H -0.41536 4.76475 -5.29432
H -0.58827 1.92399 0.69050
H -3.57585 4.63503 1.72802
H 1.96107 -2.26737 -4.03570
H 1.17053 -5.94943 -0.65827
H -1.42619 -3.59934 4.50951
H -2.82819 6.70657 0.56348
H -1.29855 -7.66408 4.98295
H 4.99122 -5.65293 1.76722
H -2.93656 6.61271 -8.43584
H 0.46627 -4.65307 5.45256
H -1.96487 3.67817 -3.50777
H -3.21775 0.32224 1.39774
H -3.20557 0.56448 -0.70241
H 1.93997 0.20482 -0.56715
H 5.39624 1.25571 -7.56210
H -7.65812 0.35271 3.87474
H -2.53008 5.71883 -1.49377
H 1.50855 -3.26859 -1.96652
H -1.00976 -1.81166 2.67565
H -1.79186 4.31455 -7.22413
H -3.26616 4.12493 4.06563
H -6.77422 -1.74097 1.85086
H 5.61800 -5.14560 3.31123
H -1.48843 4.08638 4.11730
H 0.83323 -5.49630 -3.04066
H -0.15998 -5.45096 0.40923
H 4.62995 1.41036 -4.13499
H 5.05189 -3.41477 1.20890
H 3.45132 4.11399 -2.06360
H -3.31815 3.93011 -4.75676
H 5.03335 4.45224 -4.01460
H 4.67933 -1.68598 1.31068
H -2.37774 5.35738 5.02138
H 2.42184 -7.50050 6.31997
H 5.62877 -2.80107 3.80528
H -2.01361 2.95525 -5.08458
H -3.58244 4.64760 -0.60170
H -0.65398 -5.84178 3.52475
H 1.49413 1.54593 -3.37329
H 9.17805 -1.96512 2.41135
H 0.03349 -3.28730 2.84391
H -2.26541 2.07424 -0.58224
H 0.73328 -1.77634 -0.18335
H 9.08273 -2.92586 0.88182
H 9.45064 -3.74573 2.35754
H 0.88374 -3.16661 -4.79116
H 0.28676 3.36132 -1.24699
H 2.46408 -5.73628 6.11929
H -0.02757 0.62421 -3.56426
H -4.62521 0.49222 3.33362
H 5.08750 -6.80833 3.14014
H 2.43916 3.21658 -4.36294
H -9.99071 0.77524 3.57592
H -2.42567 -4.39041 3.39156
H 6.10491 2.43235 -4.29975
H -8.34021 -1.20731 3.58649
H -2.34782 -7.25682 3.86552
H 3.49484 -3.07096 4.62660
H -1.29252 6.00797 -7.06880
H 6.75945 1.80559 -6.60970
H 0.18162 -1.25934 -2.35881
H 1.81655 2.58808 -1.11141
H -4.53380 6.79995 -7.75314
H -1.65260 6.12469 -3.48308
H -3.73152 2.01405 -1.58915
H -1.90501 4.04552 1.69275
H -0.02353 2.43166 -3.49696
H -0.90449 -2.10071 -3.48157
H 2.65055 -0.40147 0.90851
H -5.93375 -1.26946 3.30623
H 1.96655 -4.36048 3.18342
H 2.77079 4.73507 -4.13987
H -5.46178 1.94292 2.63158
H -0.68612 -4.75262 -3.51242
H -0.87461 -2.48056 -1.73063
H -6.48274 0.62175 1.12455
H -0.32227 -0.47940 0.48828
H 0.63491 3.11240 1.03778
*
```

What did the third record say?
Below is a gas-phase ion, CH3F3P (charge +1) at a distorted geometry, with properties calculated with ωB97M-V/def2-TZVPD.

Output
Kohn-Sham gap	0.5488	Eh

Geometry as ORCA input:
```
! wB97M-V def2-TZVPD RIJCOSX def2/J DEFGRID3
* xyz 1 1
P -0.86881 -0.05348 -0.10356
F -1.33664 -1.30934 -0.81082
F -1.68252 0.95887 -0.92293
F -1.54275 -0.29686 1.27428
C 1.08840 0.26414 0.08192
H 1.48671 -0.79930 -0.09475
H 1.59242 0.97413 -0.63700
H 1.26319 0.26183 1.21287
*
```